A cluster of 2 separate species, C25H36BFN5O3 in total at a distorted geometry, computed with ωB97M-V with the def2-TZVPD basis set.

Properties
Charge: +1
Kohn-Sham gap, eV: 8.56
Energy, hartree: -1598.2038

Each line ends with the Löwdin charge.
Element x y z (Å)
C  5.17163  -1.05374  -0.70035  -0.105
C  3.95009  -0.63782  0.22029  -0.250
C  2.54811  -1.26310  -0.26011  -0.187
C  2.28401  -2.53146  0.63132  -0.180
C  0.76755  -2.94611  0.78509  -0.080
C  -0.25074  -1.76736  0.92283  -0.160
N  -1.31781  -1.66679  -0.00779  0.206
C  -1.97217  -0.52611  0.48775  -0.224
N  -3.06461  -0.10517  -0.14393  -0.118
C  -3.51073  -0.92374  -1.32108  -0.008
N  -3.84560  0.98929  0.23063  -0.020
C  -3.96196  2.00530  -0.84475  -0.203
C  -4.58921  3.37786  -0.38528  -0.220
C  -5.61336  3.28497  0.81807  -0.106
N  -1.39775  0.05948  1.61051  0.065
C  -1.73936  1.24952  2.38695  -0.005
C  -1.12985  2.58531  1.77355  -0.286
O  -1.85455  3.30828  1.12215  0.093
C  0.32359  3.05152  1.99148  -0.130
C  1.01169  2.91743  3.28320  -0.031
C  2.37521  3.44437  3.36286  -0.066
C  3.02244  4.05777  2.19840  -0.056
C  2.35004  4.20024  0.89751  -0.038
C  0.97887  3.68018  0.83228  -0.006
N  -0.31410  -0.75073  1.83211  0.133
B  0.74759  -0.61881  2.91085  -0.624
O  1.90683  0.02206  2.48949  0.177
O  0.60723  -1.12633  4.20621  0.182
H  6.02617  -1.45252  -0.08322  0.075
H  4.83983  -1.80261  -1.45929  0.069
H  5.56672  -0.10696  -1.16824  0.075
H  3.80806  0.47953  0.29407  0.101
H  4.17955  -0.96087  1.27778  0.090
H  2.64304  -1.48034  -1.35589  0.109
H  1.80257  -0.43690  -0.13978  0.096
H  2.79546  -3.39744  0.11622  0.131
H  2.73907  -2.48527  1.65411  0.106
H  0.60163  -3.62288  1.67651  0.133
H  0.45818  -3.56405  -0.10396  0.116
H  -2.70612  -0.97136  -2.09594  0.088
H  -3.71518  -1.96279  -0.93040  0.103
H  -4.49295  -0.56263  -1.72102  0.098
H  -4.79171  0.60910  0.35399  0.128
H  -4.54006  1.64535  -1.74871  0.112
H  -2.92685  2.22833  -1.22531  0.123
H  -3.81882  4.16984  -0.17738  0.095
H  -5.17278  3.77280  -1.26657  0.107
H  -5.31619  3.90917  1.70626  0.078
H  -5.83906  2.24828  1.17071  0.055
H  -6.59902  3.71678  0.47735  0.076
H  -2.85113  1.41622  2.40168  0.140
H  -1.41837  1.21705  3.45975  0.138
H  0.47348  2.43506  4.12895  0.111
H  2.90300  3.35917  4.34196  0.106
H  4.06821  4.42926  2.30905  0.104
H  2.82870  4.66745  0.01116  0.106
H  0.42043  3.77269  -0.13127  0.115
H  2.53131  0.11826  3.23227  0.140
H  0.20736  -2.01245  4.09899  0.127
F  0.96701  -6.02663  -3.33940  0.066
C  0.97572  -4.75531  -3.77048  -0.289
C  1.86890  -4.37839  -4.75824  -0.010
C  1.87328  -3.06237  -5.20573  -0.074
C  0.99302  -2.13753  -4.65285  -0.097
C  0.10565  -2.53101  -3.65917  -0.095
C  0.09111  -3.84642  -3.21922  -0.032
H  2.55248  -5.11025  -5.17023  0.121
H  2.56296  -2.75775  -5.98342  0.109
H  1.00068  -1.11018  -4.99823  0.102
H  -0.57684  -1.80838  -3.22696  0.085
H  -0.60161  -4.16733  -2.45016  0.110

Forces on atoms 1 to 6 (eV/Å):
0.023 0.973 0.668
-0.189 -0.058 0.085
1.380 0.680 1.014
-0.399 -0.666 -0.604
-0.398 0.157 0.319
-2.294 0.357 -2.357